{
  "formula": "C3H4N3",
  "method": "ωB97M-V/def2-TZVPD",
  "elements": ["C", "C", "C", "N", "N", "N", "H", "H", "H", "H"],
  "xyz": [[1.328, 0.540, 0.055], [2.594, 0.833, 0.442], [-2.551, -0.789, 0.179], [-0.444, -0.098, 1.511], [0.432, 0.281, 0.912], [3.733, 1.133, 0.550], [0.932, 0.680, -1.053], [-3.148, -1.120, 0.995], [-2.311, -1.169, -0.816], [4.647, 0.872, 0.954]],
  "forces_ev_per_a": [[1.06, 1.53, -5.00], [2.99, 0.50, -0.57], [1.34, 1.02, -0.56], [1.10, 0.86, -0.73], [-4.09, -2.04, 3.69], [-1.79, -0.68, 1.04], [1.26, -0.39, 2.29], [-0.62, -0.64, 0.13], [-0.59, -0.36, 0.44], [-0.67, 0.20, -0.73]],
  "relative_energy_kj_mol": 529.2,
  "e_homo_ev": [-13.167, -12.784],
  "total_charge": 1,
  "e_lumo_ev": [-5.45, -5.20]
}

---

{
  "formula": "C3H4N3",
  "method": "ωB97M-V/def2-TZVPD",
  "elements": ["C", "C", "C", "N", "N", "N", "H", "H", "H", "H"],
  "xyz": [[0.738, -0.214, -0.901], [-1.821, -1.203, 1.467], [-0.572, 0.826, 0.849], [-1.236, -0.230, 1.165], [0.265, -1.334, -0.766], [0.354, 0.858, -0.078], [1.553, -0.033, -1.666], [-0.998, 1.745, 1.458], [0.845, -2.100, -1.187], [0.873, 1.685, -0.341]],
  "forces_ev_per_a": [[2.62, -0.31, -2.09], [-0.77, -1.10, 0.43], [-0.11, 3.65, 0.50], [-0.20, -1.13, -0.06], [-0.09, -2.97, 0.96], [-0.93, 0.69, 0.23], [-0.72, 0.71, 1.22], [1.76, -1.29, -1.57], [-1.15, 1.05, -0.26], [-0.42, 0.69, 0.64]],
  "relative_energy_kj_mol": 74.0,
  "e_homo_ev": -15.472,
  "total_charge": 1,
  "e_lumo_ev": -6.77
}

---

{
  "formula": "C3H4N3",
  "method": "ωB97M-V/def2-TZVPD",
  "elements": ["C", "C", "C", "N", "N", "N", "H", "H", "H", "H"],
  "xyz": [[-1.305, 0.403, -0.092], [0.415, -1.308, -0.028], [0.941, 0.854, 0.126], [-0.334, 1.232, 0.018], [-0.967, -0.894, 0.090], [1.358, -0.379, -0.103], [-2.377, 0.807, -0.452], [1.615, 1.694, 0.429], [-1.736, -1.706, 0.300], [2.391, -0.703, -0.288]],
  "forces_ev_per_a": [[-2.22, -0.58, -1.20], [-3.00, -2.76, 0.30], [-0.40, 3.76, 0.52], [2.07, 1.30, 0.13], [0.16, -2.33, 0.45], [1.02, -0.49, -0.71], [2.48, -1.30, 1.10], [-0.24, -1.14, -0.30], [2.68, 2.54, -0.87], [-2.56, 0.99, 0.57]],
  "relative_energy_kj_mol": 33.7,
  "e_homo_ev": -14.486,
  "total_charge": 1,
  "e_lumo_ev": -5.90
}

---

{
  "formula": "C3H4N3OS2",
  "method": "ωB97M-V/def2-TZVPD",
  "elements": ["C", "C", "C", "N", "N", "N", "O", "S", "S", "H", "H", "H", "H"],
  "xyz": [[-0.087, 1.197, -0.719], [-1.975, 0.365, 1.529], [1.697, -0.416, -0.882], [-1.294, -0.783, 1.262], [-0.040, -0.766, 0.967], [0.975, 0.745, -1.285], [-2.838, 0.677, 2.219], [-1.258, 1.897, 0.050], [0.614, -1.660, -0.221], [2.276, -0.830, -1.688], [2.433, -0.113, -0.054], [-1.782, -1.641, 0.789], [1.277, 1.327, -1.966]],
  "forces_ev_per_a": [[-0.34, 0.67, 0.59], [1.54, 0.21, -0.90], [1.85, 0.17, 2.25], [-2.86, -3.82, -1.50], [3.02, 1.75, 0.04], [-2.64, -0.66, 2.05], [-1.25, 0.30, 0.47], [0.29, -0.75, 0.04], [-0.46, -1.08, -0.24], [0.04, -0.21, -0.46], [-0.93, -0.50, -1.10], [-0.12, 2.05, 1.75], [1.86, 1.88, -3.00]],
  "spin_multiplicity": 3,
  "e_homo_ev": [-12.020, -14.473],
  "total_charge": 1,
  "e_lumo_ev": [-4.30, -6.59]
}

---

{
  "formula": "C3H4N4",
  "method": "ωB97M-V/def2-TZVPD",
  "elements": ["C", "C", "C", "H", "H", "H", "H", "N", "N", "N", "N"],
  "xyz": [[1.491, -0.644, -0.054], [-0.512, 1.088, -0.101], [-1.881, -0.551, -0.086], [2.310, 1.159, -0.053], [1.387, -1.687, 0.135], [-0.077, 2.147, 0.128], [-2.861, -1.187, 0.088], [2.498, 0.198, 0.013], [0.199, -0.158, -0.118], [-1.776, 0.822, 0.043], [-0.779, -1.188, 0.004]],
  "forces_ev_per_a": [[2.18, 5.38, 0.87], [1.39, -0.54, 1.75], [-2.92, -0.88, 2.38], [-0.91, 1.37, -0.29], [1.14, -0.83, -0.22], [-0.56, -2.40, -0.92], [1.99, 1.87, -0.69], [-0.71, -5.17, -0.08], [-3.40, -0.09, 0.24], [-0.40, 0.24, -1.49], [2.20, 1.05, -1.55]],
  "relative_energy_kj_mol": 262.2,
  "e_homo_ev": -10.110,
  "e_lumo_ev": 0.12
}

---

{
  "formula": "C3H4N4O",
  "method": "ωB97M-V/def2-TZVPD",
  "elements": ["C", "C", "C", "H", "H", "H", "H", "N", "N", "N", "N", "O"],
  "xyz": [[0.695, 0.974, -0.162], [0.910, -1.215, -0.229], [-1.344, -0.654, 0.154], [1.006, 2.778, 0.715], [0.930, -2.361, 0.025], [-1.241, -1.865, 0.563], [-3.126, 0.226, -0.167], [2.006, 0.710, -0.282], [2.067, -0.761, -0.046], [-0.055, -0.310, -0.169], [-2.081, 0.366, -0.380], [0.233, 2.112, -0.022]],
  "forces_ev_per_a": [[4.27, -6.06, -0.92], [1.93, -4.34, 2.70], [-1.22, 2.21, -3.00], [-3.34, -3.22, -3.62], [-1.31, 2.21, -0.93], [-1.65, 3.64, -0.87], [1.77, 0.19, -0.31], [-2.94, -2.22, 1.95], [2.86, 2.92, -2.42], [1.10, 2.10, 0.28], [-1.76, -4.58, 3.35], [0.28, 7.15, 3.78]],
  "relative_energy_kj_mol": 556.8,
  "e_homo_ev": -9.265,
  "e_lumo_ev": -0.36
}

---

| no. | strongest force on any atom (hartree/bohr) | DFT total energy (eV) |
| --- | --- | --- |
| 1 | 0.11418 | -7630.8214 |
| 2 | 0.07164 | -7635.5388 |
| 3 | 0.07940 | -7635.9569 |
| 4 | 0.09727 | -31351.2132 |
| 5 | 0.11417 | -9134.1402 |
| 6 | 0.15731 | -11178.1987 |